# 1
DFT (the ωB97M-V functional and the def2-TZVPD basis) results for a molecular structure, C24H55CsN6O3PSi2 in a non-equilibrium geometry.

The calculated total energy comes out at -2442.12090 a.u. The energy above the lowest of the compared OMol25 structures with the same formula, charge and spin is 447.3 kJ/mol. The calculation puts the strongest force on any atom at 0.1075 Eh/bohr. As for the multiplicity: 1. For the HOMO-LUMO gap (spin up / spin down), the calculation gives 1.45 / 1.44 eV. As for the total charge: -1.

```
92
Properties=species:S:1:pos:R:3:lowdin_charge:R:1
Cs 0.9194 -1.9605 0.6501 0.4270
N -0.7905 0.0977 3.1225 -0.0098
C 0.2682 0.2611 4.0983 -0.2774
C 1.6236 0.9158 3.6635 -0.1854
N 2.4035 0.0992 2.7209 -0.2173
C 3.2221 1.0287 1.8738 -0.2197
C 2.3658 1.8742 0.9397 -0.2942
N 2.6383 3.3282 0.7819 -0.0038
C 3.3861 -0.7389 3.3651 -0.2443
C 2.7801 -1.8892 4.2484 -0.2696
N 1.8669 -2.7570 3.5186 -0.0893
H -1.1965 1.0404 3.0387 0.0726
H -1.6093 -0.4506 3.4942 0.1033
H 0.5617 -0.7708 4.4538 0.0798
H -0.0880 0.8975 4.9679 0.1224
H 2.1359 1.1777 4.6093 0.1241
H 1.4397 1.8870 3.1878 0.1104
H 4.0148 0.4906 1.1934 0.1339
H 3.8442 1.7021 2.6018 0.1408
H 1.3020 1.7952 1.2331 0.1004
H 2.4452 1.3595 -0.0288 0.0711
H 2.4742 3.5140 -0.2016 0.0541
H 3.6617 3.5737 0.8504 0.0757
H 4.0509 -0.0817 4.0310 0.1255
H 4.2045 -1.0976 2.6813 0.1169
H 2.2648 -1.4113 5.1109 0.1041
H 3.6129 -2.4312 4.6564 0.0941
H 0.9692 -2.8646 4.0497 0.0795
H 2.2726 -3.6854 3.4191 0.0582
C -5.2394 3.3442 -0.7334 -0.1823
Si -5.1152 2.8285 1.0235 0.3360
C -6.5461 3.4640 1.9983 -0.1977
C -3.4918 3.5547 1.5630 -0.2126
N -4.8877 1.0589 1.2615 -0.0557
C -5.6398 0.1186 0.7815 -0.3257
C -6.7287 -0.4875 1.5520 -0.1189
C -7.6757 -1.1993 0.9434 -0.1953
C -7.6938 -1.4918 -0.4671 -0.1704
C -6.6157 -1.1832 -1.2637 -0.1085
C -5.4213 -0.5742 -0.7086 -0.3680
N -4.3672 -0.3824 -1.3585 -0.0390
Si -2.6591 -0.5690 -1.1866 0.4003
C -1.7645 -0.2813 -2.8272 -0.1884
C -1.9642 0.8742 -0.1061 -0.1858
C -2.3516 -2.3417 -0.5105 -0.2406
H -4.2497 3.3343 -1.1627 0.0137
H -5.8063 4.3158 -0.9000 0.0472
H -5.7280 2.5101 -1.2035 0.0112
H -6.6407 4.5764 1.9608 0.0266
H -6.6424 3.2330 3.0335 0.0028
H -7.4476 3.0760 1.4650 0.0398
H -3.0872 2.9500 2.3553 -0.0021
H -3.8199 4.5339 1.9727 0.0221
H -2.7645 3.7311 0.7596 0.0221
H -6.7701 -0.2714 2.6097 0.0788
H -8.4535 -1.6221 1.5459 0.0632
H -8.5645 -1.9689 -0.9243 0.0672
H -6.5575 -1.4940 -2.3462 0.0926
H -1.3134 -1.2893 -2.9247 0.0073
H -1.0007 0.4983 -2.8797 0.0109
H -2.5016 -0.1784 -3.6116 0.0120
H -2.7808 1.5006 0.3508 -0.0176
H -1.5897 1.4647 -0.9547 -0.0040
H -1.1982 0.6665 0.6622 -0.0333
H -1.9542 -2.5713 0.5078 -0.0362
H -1.8666 -3.0751 -1.1686 -0.0009
H -3.3532 -2.8124 -0.4546 0.0260
C 3.7901 -0.7979 -6.2703 -0.0889
C 3.2722 -0.2313 -4.9895 -0.3031
O 4.2023 -0.6143 -3.9383 -0.3492
P 3.6866 -0.4046 -2.3683 0.8925
O 3.0509 -1.9086 -2.1459 -0.3787
C 3.9591 -3.0297 -2.1056 -0.3196
C 3.2631 -4.2089 -2.6997 -0.0762
O 5.1072 -0.6440 -1.5842 -0.3378
C 6.1618 0.3468 -1.7767 -0.3222
C 7.5094 -0.1918 -1.8207 -0.0935
H 3.1800 -0.4271 -7.0826 0.0704
H 3.9175 -1.8818 -6.4172 0.0843
H 4.7693 -0.3315 -6.4746 0.0820
H 2.2835 -0.5554 -4.6622 0.1036
H 3.2221 0.8856 -5.0328 0.1234
H 4.2266 -3.2568 -1.0776 0.1105
H 4.8401 -2.8186 -2.6817 0.0977
H 3.9306 -5.0822 -2.8589 0.0916
H 2.7757 -3.9373 -3.6474 0.0891
H 2.5420 -4.5050 -1.9674 0.0570
H 6.0341 1.0900 -1.0477 0.0898
H 5.9339 0.8301 -2.8024 0.1302
H 7.7063 -0.8137 -0.9229 0.0930
H 8.2347 0.6075 -1.9145 0.0813
H 7.6088 -0.8638 -2.6963 0.0932
```

# 2
DFT (the ωB97M-V functional and the def2-TZVPD basis) results for 5 unconnected molecules or ions with the total composition C24H55N4O4P in a non-equilibrium geometry.

The calculated total energy comes out at -1808.51146 a.u. The energy above the lowest of the compared OMol25 structures with the same formula, charge and spin is 436.7 kJ/mol. The calculation puts the strongest force on any atom at 0.0852 Eh/bohr. As for the multiplicity: 1. For the HOMO-LUMO gap, the calculation gives 8.83 eV. As for the total charge: 0. The SMILES is COC[C@@H](C)N.COC[C@@H](C)N.COC[C@@H](C)N.COC[C@@H](C)N.PCCc1ccccc1.

```
88
Properties=species:S:1:pos:R:3:lowdin_charge:R:1
C -1.5354 -2.2973 -0.6583 -0.1017
O -0.6754 -1.8344 -1.6869 -0.2006
C -1.2912 -0.9485 -2.6177 -0.1992
C -1.3773 0.5162 -2.1407 -0.4233
C -2.4767 0.7587 -1.1100 -0.0802
N -0.0976 0.9801 -1.5911 0.0419
H -2.5625 -2.4338 -1.0082 0.0892
H -1.5080 -1.6114 0.1909 0.0754
H -1.1587 -3.2616 -0.3116 0.0793
H -0.6564 -0.9752 -3.5104 0.1203
H -2.2721 -1.3304 -2.9250 0.1170
H -1.6158 1.1306 -3.0161 0.1354
H -2.2103 0.3956 -0.1161 0.0671
H -2.6759 1.8297 -1.0137 0.0758
H -3.4105 0.2765 -1.4123 0.0726
H 0.6140 0.9087 -2.3176 0.0589
H 0.1992 0.2937 -0.8962 0.0581
C -5.8012 0.1235 0.7996 -0.1003
O -5.1880 1.2822 0.2601 -0.2191
C -6.0967 2.3213 -0.0914 -0.1972
C -6.5409 3.2051 1.0925 -0.4305
C -7.5762 2.5400 1.9954 -0.0750
N -5.3970 3.6279 1.9104 0.0368
H -6.7768 -0.0762 0.3475 0.0923
H -5.8937 0.2162 1.8833 0.0755
H -5.1471 -0.7280 0.5991 0.0824
H -5.5541 2.9563 -0.8007 0.1213
H -6.9571 1.9153 -0.6364 0.1186
H -7.0094 4.1017 0.6715 0.1346
H -7.1398 1.7870 2.6533 0.0633
H -8.0525 3.2860 2.6381 0.0768
H -8.3638 2.0639 1.4036 0.0780
H -4.7551 4.1590 1.3238 0.0717
H -4.8670 2.7880 2.1470 0.0699
C -3.7762 -6.0389 0.6523 -0.1052
O -2.4149 -5.6612 0.7743 -0.2048
C -1.8460 -5.9117 2.0563 -0.2032
C -1.3789 -7.3662 2.2719 -0.4314
C -2.5229 -8.3412 2.5364 -0.0750
N -0.5900 -7.8550 1.1341 0.0363
H -4.3316 -5.8882 1.5823 0.0910
H -3.8509 -7.0780 0.3263 0.0746
H -4.2294 -5.4195 -0.1244 0.0857
H -0.9652 -5.2627 2.1168 0.1197
H -2.5257 -5.5844 2.8521 0.1179
H -0.7376 -7.3738 3.1603 0.1346
H -3.0757 -8.5976 1.6313 0.0635
H -2.1345 -9.2775 2.9475 0.0769
H -3.2284 -7.9293 3.2644 0.0779
H 0.2283 -7.2580 1.0239 0.0726
H -1.1338 -7.6755 0.2890 0.0702
C 1.3462 5.1749 1.7887 -0.1050
O 2.4255 5.8269 1.1392 -0.1913
C 3.6012 5.9564 1.9323 -0.2032
C 4.4881 4.6948 1.9651 -0.4272
C 3.9442 3.5898 2.8665 -0.0718
N 4.7011 4.1491 0.6186 0.0337
H 1.3116 5.3994 2.8584 0.0899
H 1.4043 4.0971 1.6258 0.0740
H 0.4180 5.5247 1.3328 0.0879
H 4.1795 6.7628 1.4679 0.1205
H 3.3508 6.2990 2.9433 0.1176
H 5.4616 4.9913 2.3713 0.1346
H 3.1069 3.0535 2.4172 0.0626
H 4.7234 2.8494 3.0698 0.0769
H 3.6158 3.9951 3.8282 0.0787
H 5.1566 4.8596 0.0474 0.0769
H 3.7818 4.0459 0.1854 0.0698
P 8.4501 -0.1776 -2.5375 0.7399
C 7.8133 1.6105 -2.2053 -0.4722
C 6.6333 2.0042 -3.2331 -0.2517
C 5.4224 0.9557 -2.9532 -0.2181
C 5.2557 -0.3141 -3.8551 -0.0713
C 4.1205 -1.3114 -3.5288 -0.0691
C 3.1988 -0.9739 -2.3206 -0.0829
C 3.3566 0.2836 -1.4190 -0.0687
C 4.5126 1.2920 -1.7448 -0.0245
H 8.2394 -0.3385 -3.9635 -0.1194
H 7.3957 -0.9865 -1.9502 -0.1017
H 7.3234 1.5481 -1.1644 0.0713
H 8.6651 2.3655 -2.1496 0.0635
H 6.9152 1.9225 -4.3354 0.0970
H 6.2161 3.0590 -3.0706 0.1021
H 6.0156 -0.4308 -4.6958 0.0756
H 4.0302 -2.2460 -4.1758 0.0866
H 2.3699 -1.7116 -2.0734 0.0762
H 2.6736 0.5035 -0.5269 0.0815
H 4.7161 2.2285 -1.1053 0.0752
```

# 3
DFT (the ωB97M-V functional and the def2-TZVPD basis) results for a molecular structure, C24H56N8O12SY in a non-equilibrium geometry.

The calculated total energy comes out at -2725.24449 a.u. The calculation puts the strongest force on any atom at 0.0855 Eh/bohr. As for the multiplicity: 2. For the HOMO-LUMO gap (spin up / spin down), the calculation gives 7.31 / 3.43 eV. As for the total charge: +2. Its expectation value of S² is 0.778.

```
102
Properties=species:S:1:pos:R:3:lowdin_charge:R:1
Y 0.3644 -2.0442 1.2621 1.7580
S -0.6628 0.4678 0.0463 0.3009
O 0.2303 1.4815 -0.4986 -0.3164
O -2.0482 0.8012 -0.0018 -0.2990
O -0.4031 -0.8912 -0.5067 -0.4343
O -0.2800 0.0771 1.4107 -0.4223
C 0.4442 3.6168 -3.6626 0.0242
C 1.0662 2.2613 -4.0257 -0.5525
O 1.5969 2.1404 -5.1259 0.0505
N 0.9408 1.2488 -3.1723 0.0063
C 1.3814 -0.0931 -3.3613 -0.0660
H 1.1874 4.3796 -3.4302 0.0961
H -0.0900 3.5810 -2.7131 0.0410
H -0.2296 3.7361 -4.5110 0.0931
H 0.4963 1.4541 -2.2890 0.0570
H 0.5194 -0.6516 -3.7262 0.0758
H 1.5600 -0.5205 -2.3746 0.0587
H 2.2567 -0.3335 -3.9646 0.0966
C -5.6182 1.0153 -0.4923 0.0053
C -5.3229 1.9358 0.6924 -0.5688
O -6.1626 2.7814 0.9932 0.0395
N -4.1469 1.7768 1.2747 0.0102
C -3.6725 2.6050 2.3804 -0.0343
H -4.7388 0.9152 -1.1285 0.0448
H -6.4068 1.3907 -1.1445 0.0852
H -6.0198 0.0375 -0.2260 0.0846
H -3.4873 1.2828 0.6908 0.0436
H -2.8921 3.3167 2.1113 0.0566
H -3.3141 2.0027 3.2152 0.0700
H -4.5359 3.1291 2.7901 0.0923
C -2.3619 0.8425 -3.5229 0.0420
C -2.8068 2.2944 -3.4739 -0.4279
O -3.3098 2.9211 -4.3984 0.2231
N -2.5881 2.8939 -2.2944 0.2085
C -3.0457 4.2130 -1.9081 0.0586
H -1.6417 0.7819 -4.3389 0.1062
H -3.1634 0.1235 -3.6924 0.1046
H -1.9343 0.5428 -2.5662 0.0530
H -2.1263 2.3267 -1.5979 0.1145
H -3.4041 4.3490 -0.8877 0.1238
H -3.6263 4.6668 -2.7112 0.1211
H -2.1412 4.8214 -1.9141 0.1279
C 4.0151 0.1584 0.4364 0.0519
C 3.4856 -0.4388 1.7250 -0.4816
O 2.3235 -0.8434 1.7735 -0.0816
N 4.2988 -0.6611 2.7384 0.0610
C 3.9009 -1.3162 3.9980 -0.0239
H 4.8741 0.7836 0.6804 0.0944
H 3.2784 0.7339 -0.1241 0.0854
H 4.3878 -0.6236 -0.2250 0.0742
H 5.2647 -0.4669 2.5162 0.1546
H 4.7405 -1.3214 4.6931 0.0973
H 3.6029 -2.3405 3.7743 0.0847
H 3.0926 -0.8877 4.5906 0.0859
C 2.7671 3.8170 -0.5229 -0.0033
C 1.7493 4.5975 0.2851 -0.5357
O 1.9010 5.8173 0.3906 0.0352
N 0.6674 3.8976 0.7232 0.0095
C -0.4524 4.5327 1.4607 -0.0388
H 2.3449 2.9412 -1.0158 0.0418
H 3.4938 3.3811 0.1626 0.0734
H 3.3217 4.3602 -1.2880 0.0925
H 0.5780 2.9292 0.4507 0.0535
H -0.5381 3.9794 2.3959 0.0779
H -1.3096 4.4355 0.7945 0.0549
H -0.2603 5.5796 1.6958 0.0917
C -0.8577 0.2399 4.5712 0.0282
C -0.2433 -1.1242 4.6979 -0.5200
O 0.2968 -1.6332 3.7288 -0.0771
N -0.1752 -1.6725 5.9150 0.0395
C 0.3841 -2.9535 6.2902 -0.0388
H -0.0343 0.9454 4.6824 0.1114
H -1.6918 0.3549 5.2634 0.0963
H -1.2704 0.3706 3.5708 0.0615
H -0.5209 -1.0927 6.6663 0.1559
H 1.1722 -2.6720 6.9885 0.0941
H 0.9139 -3.5464 5.5447 0.0866
H -0.3749 -3.5244 6.8252 0.0972
C 3.5156 -2.7814 -2.1400 0.0451
C 2.7077 -3.2466 -0.9550 -0.4330
O 1.9162 -2.5285 -0.3553 -0.0888
N 2.8024 -4.5771 -0.5783 0.0410
C 3.6949 -5.6706 -0.9908 -0.0537
H 2.8853 -2.5711 -3.0041 0.0952
H 4.2692 -3.4900 -2.4838 0.0897
H 4.0386 -1.8534 -1.9090 0.0825
H 2.2747 -4.8294 0.2450 0.1266
H 3.4112 -5.9188 -2.0136 0.0901
H 3.4964 -6.5685 -0.4057 0.0941
H 4.7759 -5.5317 -1.0068 0.0943
C -0.9914 -5.8543 -0.8105 0.0219
C -1.0900 -4.3610 -0.9484 -0.4838
O -0.5204 -3.6175 -0.1854 -0.0683
N -1.8695 -3.9816 -2.0034 0.0417
C -2.2172 -2.6382 -2.3476 -0.0565
H -1.9419 -6.3587 -0.9841 0.0981
H -0.8218 -6.1353 0.2289 0.0912
H -0.1801 -6.1748 -1.4641 0.1000
H -2.1560 -4.7119 -2.6395 0.1531
H -2.5967 -2.0879 -1.4867 0.0924
H -3.0342 -2.8066 -3.0492 0.1041
H -1.3582 -2.1189 -2.7725 0.0814
```

# 4
DFT (the ωB97M-V functional and the def2-TZVPD basis) results for 9 unconnected molecules or ions with the total composition C24H57BF4O17P3 in a non-equilibrium geometry.

The calculated total energy comes out at -3676.26901 a.u. The energy above the lowest of the compared OMol25 structures with the same formula, charge and spin is 131.5 kJ/mol. The calculation puts the strongest force on any atom at 0.2041 Eh/bohr. As for the multiplicity: 1. For the HOMO-LUMO gap, the calculation gives 9.55 eV. As for the total charge: -1.

```
106
Properties=species:S:1:pos:R:3:lowdin_charge:R:1
B -0.1075 0.8469 1.8452 -1.4075
F -1.0995 -0.1891 2.0112 0.0520
F 1.0615 0.3879 1.3602 0.1648
F -0.6825 1.6209 0.7902 0.0472
F 0.0295 1.6559 2.9012 0.1794
C 2.2215 -2.9871 0.2672 -0.0169
C 1.6755 -3.9951 -0.6758 -0.5279
O 1.7585 -5.2221 -0.5248 0.0343
C 0.9725 -3.5991 -1.9188 -0.0417
H 2.8125 -3.4901 0.9292 0.0350
H 1.7275 -2.3271 1.0562 0.0858
H 2.8885 -2.1501 -0.3588 0.1445
H 1.6455 -2.7631 -2.4388 0.1028
H 0.0285 -2.9471 -1.7728 0.1068
H 0.6395 -4.3951 -2.6148 0.0884
C 1.8205 3.6139 -1.3298 0.0050
C 1.8725 4.7759 -0.2798 -0.4196
O 2.4085 5.8239 -0.6238 0.0314
C 1.7705 4.4029 1.2092 -0.0182
H 1.9865 4.0419 -2.1838 0.0080
H 0.7075 3.2349 -1.3688 0.1192
H 2.4725 2.9089 -1.0208 0.0040
H 2.2995 5.0049 1.8822 0.0366
H 1.6775 3.3029 1.4482 0.0764
H 0.6585 4.7219 1.6982 0.1437
C -3.3545 1.4209 3.6112 -0.0205
C -3.6455 2.7799 2.8682 -0.4274
O -4.8145 2.9549 2.4872 0.0090
C -2.5115 3.6399 2.4512 -0.0287
H -2.5745 1.6529 4.3712 0.0699
H -3.0845 0.6189 2.8992 0.0626
H -4.1735 1.0489 4.3802 0.1071
H -2.0165 3.3969 1.5612 0.0546
H -1.7785 3.5939 3.2182 0.0608
H -2.6345 4.7299 2.4232 0.0937
C 0.2475 0.1289 -1.9798 -0.0008
C -0.5515 -0.2311 -3.2758 -0.5052
O -1.5155 -0.9191 -3.2028 0.0667
C -0.0815 0.3559 -4.6508 0.0012
H 0.9935 -0.6041 -1.8028 0.0241
H -0.3935 0.1759 -1.0078 0.1095
H 0.7625 1.1629 -2.1098 0.0866
H -0.7815 -0.1541 -5.3088 0.0736
H 0.9825 -0.2021 -4.6898 0.1203
H -0.0245 1.3869 -4.5628 0.0284
C 0.8315 -1.7191 4.0242 -0.0117
C 1.6665 -2.7661 4.8402 -0.5390
O 2.6415 -3.2091 4.3912 0.1060
C 1.2075 -3.1151 6.2182 -0.0386
H 1.1825 -1.8271 2.9372 0.0720
H 1.0825 -0.6321 4.3772 0.1325
H -0.1565 -1.8231 3.8382 0.0123
H 0.3695 -3.7941 6.2682 0.0659
H 0.8755 -2.3041 7.0172 0.1282
H 1.9335 -3.7951 6.6272 0.0619
C -3.9245 -2.4541 2.0382 -0.0727
O -3.6745 -3.6761 2.7872 -0.2100
P -3.0785 -4.9741 2.0192 0.4976
O -2.9535 -4.8711 0.5032 -0.2653
O -1.6285 -5.0691 2.6312 -0.2175
C -0.6865 -4.1501 2.1372 -0.0985
O -3.7455 -6.4371 2.3772 -0.1677
C -4.0945 -6.5351 3.6722 -0.1569
H -4.6745 -1.8441 2.4202 0.0670
H -4.3005 -2.8031 1.1012 0.0669
H -3.1145 -1.8641 1.5942 0.0902
H -1.2385 -3.2171 1.9962 0.0696
H -0.1865 -4.3521 1.1102 0.1077
H 0.1745 -4.0571 2.8842 0.1039
H -4.4695 -7.4661 3.8182 0.0783
H -4.7865 -5.8181 3.8922 0.0624
H -3.2285 -6.1951 4.1022 0.0632
C 4.0815 -0.3741 -3.6808 -0.0988
O 4.3715 -0.3781 -2.3128 -0.1713
P 5.2675 0.8819 -1.7558 0.3412
O 4.6015 2.0759 -2.1728 -0.2211
O 5.4805 0.9479 -0.2378 -0.1929
C 4.3015 1.2369 0.6472 -0.0056
O 6.7695 0.9869 -2.3028 -0.2810
C 7.6575 2.0939 -2.0878 -0.0677
H 4.8855 -0.3421 -4.3828 0.1147
H 3.3985 0.2919 -3.8698 0.0383
H 3.5095 -1.0641 -3.8528 -0.0040
H 4.5565 0.8389 1.6012 0.0883
H 3.3635 0.8179 0.2902 0.0688
H 3.9375 2.2529 0.4762 0.0761
H 7.8165 1.9499 -1.0898 0.0355
H 6.8475 3.0669 -2.1848 0.1590
H 8.3755 1.9279 -2.9408 0.1081
C -3.7985 1.6409 -5.8378 -0.1439
O -3.7135 1.1749 -4.5368 -0.1841
P -3.5155 2.2749 -3.4218 0.4173
O -4.2875 3.4349 -3.7318 -0.2203
O -4.0965 1.6899 -2.0818 -0.1281
C -3.7655 2.1079 -0.9038 -0.2058
O -1.9365 2.7769 -3.3338 -0.2375
C -1.4805 3.9549 -3.8918 -0.1563
H -4.7055 2.3539 -6.1378 0.1406
H -3.8795 0.7039 -6.3728 0.0885
H -2.9715 2.1229 -6.2238 0.0500
H -3.7915 3.2389 -0.8268 0.1227
H -2.9525 1.7499 -0.3728 0.0554
H -4.5005 1.9879 -0.0648 0.1032
H -0.4785 4.2379 -3.5018 0.0800
H -2.2555 4.9049 -3.5698 0.1595
H -1.4105 3.9889 -4.9288 0.0447
```

- Which of these has the highest strongest force on any atom?
  C24H57BF4O17P3